A 13-piece molecular cluster, C4H36N2O12 overall in a non-equilibrium geometry. Source: OMol25; level of theory: ωB97M-V/def2-TZVPD.

Results
* E_LUMO: -0.151 eV
* relative energy (zero: lowest compared OMol25 entry of this formula, charge and spin): 64.8 kJ/mol
* charge: 0

CARTESIAN COORDINATES (ANGSTROEM)
C1 -0.62002 -3.54465 1.80779
C2 -0.51830 -3.05329 0.33342
C3 -1.84345 -3.31445 -0.35631
N1 -0.19452 -1.62780 0.31724
C4 1.21344 -1.37516 0.54098
N2 1.98471 -0.93980 -0.66555
H1 -0.55592 -2.62778 2.39011
H2 0.20959 -4.18289 2.09762
H3 -1.51395 -4.07222 2.14714
H4 0.27304 -3.70095 -0.06346
H5 -2.62034 -2.69269 0.09148
H6 -2.11082 -4.36515 -0.19093
H7 -2.02593 -3.32295 -1.42889
H8 -0.49536 -1.27784 -0.58733
H9 1.84862 -2.13838 0.96392
H10 1.31310 -0.48927 1.17454
H11 1.94474 -1.73236 -1.30094
H12 1.51823 -0.11512 -1.02258
H13 -1.07569 0.91040 -3.50588
H14 -2.36360 0.30904 -2.86225
O1 -1.51877 0.10110 -3.25384
H15 3.76820 -1.41451 -1.76284
H16 4.91609 -0.51642 -1.91589
O2 4.55432 -1.31348 -2.32144
H17 -3.12895 -2.31536 2.70956
H18 -4.12834 -1.16173 2.51962
O3 -3.61131 -1.63085 3.18254
H19 -0.96217 3.28891 1.90268
H20 -1.22744 2.06991 1.09230
O4 -1.56847 2.96205 1.22673
H21 0.96449 1.25668 -2.96524
H22 0.95893 2.52083 -2.08676
O5 0.63678 1.60788 -2.12727
H23 3.36440 0.84224 -3.99705
H24 2.19482 -0.21790 -4.05278
O6 2.52375 0.61735 -4.39405
H25 -0.95652 -0.94660 4.15399
H26 0.13942 -0.05773 4.64747
O7 -0.05768 -0.67001 3.92892
H27 -1.64155 3.75013 -0.49153
H28 -2.93374 4.27213 -1.06271
O8 -2.05375 3.99339 -1.33362
H29 2.72118 4.46560 -0.96950
H30 0.18599 1.24520 3.06499
O9 0.57692 2.02216 2.64761
H31 2.18264 3.12729 0.46684
H32 3.54291 3.40863 -1.71626
O10 2.75182 3.94522 -1.75754
H33 -3.56800 0.21350 0.30997
H34 -3.60910 1.40188 1.27629
O11 -3.99174 0.53749 1.10967
H35 1.22332 1.74714 1.96557
H36 1.41624 1.99062 -0.31803
O12 1.96772 2.21057 0.44149